1.
Entry from the Open Molecules 2025 dataset: a cluster of 2 separate species, C7H12 in total (ωB97M-V with the def2-TZVPD basis set).

Calculated values
* orbital gap: 7.86 eV
* HOMO level: -6.8 eV
* energy above the lowest of the compared OMol25 structures with the same formula, charge and spin: 146.0 kcal per mole
* E: -273.675901 Ha
* total charge: 0
* maximum force: 0.0064 hartree/bohr
* multiplicity: 1

Last column: Löwdin charge in e.
Atoms and positions in Å:
1 C 0.997 -0.372 2.399  -0.06
2 C 0.265 -0.033 1.133  -0.49
3 C 0.819 0.651 -0.118  -0.07
4 C -0.258 -0.090 -0.929  -0.43
5 C -1.210 0.549 -1.904  -0.09
6 C -0.207 -0.481 -2.371  -0.09
7 C -0.567 -0.874 0.309  -0.07
8 H 1.444 0.520 2.847  0.08
9 H 1.782 -1.096 2.146  0.09
10 H 0.324 -0.837 3.125  0.09
11 H -0.569 1.200 1.765  0.15
12 H 0.810 1.745 -0.121  0.11
13 H 1.828 0.270 -0.318  0.13
14 H -1.049 1.587 -2.188  0.10
15 H -2.253 0.247 -1.855  0.10
16 H 0.635 -0.132 -2.965  0.10
17 H -0.576 -1.465 -2.653  0.10
18 H -1.256 -1.674 0.559  0.11
19 H -0.959 0.284 1.137  0.14

---

2.
Entry from the Open Molecules 2025 dataset: a cluster of 2 separate species, C7H12 in total at a distorted geometry (ωB97M-V with the def2-TZVPD basis set).

Calculated values
* orbital gap (alpha / beta): 6.61 / 9.46 eV
* HOMO level (alpha / beta): -7.6 / -9.0 eV
* energy above the lowest of the compared OMol25 structures with the same formula, charge and spin: 158.6 kcal per mole
* E: -273.655777 Ha
* total charge: 0
* maximum force: 0.0544 hartree/bohr
* multiplicity: 1

Last column: Löwdin charge in e.
Atoms and positions in Å:
1 C -3.068 0.542 0.049  -0.02
2 C -2.203 -0.096 -0.878  -0.29
3 C -0.687 0.033 -0.261  -0.19
4 C 0.279 -0.664 -1.246  -0.22
5 C 1.584 -0.534 -0.639  -0.06
6 C 2.461 -0.266 0.150  -0.13
7 C 3.145 0.216 1.307  -0.14
8 H -3.397 0.028 0.946  0.05
9 H 0.881 0.980 2.278  0.16
10 H -3.339 1.587 -0.060  0.05
11 H -2.354 -1.177 -0.974  0.11
12 H -2.170 0.381 -1.863  0.11
13 H -0.684 -0.433 0.726  0.10
14 H -0.454 1.090 -0.126  0.10
15 H -0.006 -1.715 -1.365  0.12
16 H 0.232 -0.178 -2.227  0.12
17 H 2.216 0.643 1.931  0.00
18 H 3.859 1.014 1.079  0.08
19 H 3.654 -0.574 1.867  0.08

---

3.
Entry from the Open Molecules 2025 dataset: a cluster of 3 separate species, C7H12 in total at a distorted geometry (ωB97M-V with the def2-TZVPD basis set).

Calculated values
* orbital gap: 10.42 eV
* HOMO level: -9.3 eV
* energy above the lowest of the compared OMol25 structures with the same formula, charge and spin: 115.5 kcal per mole
* E: -273.724511 Ha
* total charge: 0
* maximum force: 0.0978 hartree/bohr
* multiplicity: 1

Last column: Löwdin charge in e.
Atoms and positions in Å:
1 C 1.250 1.138 -2.083  -0.08
2 C 1.633 -1.295 0.582  -0.01
3 C 0.492 -0.957 1.210  -0.20
4 C -0.091 0.413 1.393  -0.20
5 C -1.482 0.515 0.772  -0.29
6 C -1.879 -0.252 -0.441  -0.03
7 C -2.309 -0.732 0.704  -0.02
8 H 2.272 1.510 -1.948  0.00
9 H 0.588 1.829 -1.540  -0.01
10 H 1.005 1.298 -3.143  -0.02
11 H 1.877 -2.329 0.342  0.05
12 H 2.354 -0.595 0.169  0.04
13 H -0.022 -1.759 1.742  0.10
14 H 0.571 1.169 0.958  0.10
15 H -0.133 0.695 2.456  0.11
16 H -1.976 1.468 0.984  0.11
17 H -1.903 -0.488 -1.491  0.09
18 H 0.705 -0.198 -1.889  0.16
19 H -2.950 -1.426 1.222  0.10

---

4.
Entry from the Open Molecules 2025 dataset: a cluster of 2 separate species, C7H12 in total at a distorted geometry (ωB97M-V with the def2-TZVPD basis set).

Calculated values
* orbital gap (alpha / beta): 7.29 / 8.20 eV
* HOMO level (alpha / beta): -7.7 / -7.7 eV
* energy above the lowest of the compared OMol25 structures with the same formula, charge and spin: 137.8 kcal per mole
* E: -273.688916 Ha
* total charge: 0
* maximum force: 0.0530 hartree/bohr
* multiplicity: 1

Last column: Löwdin charge in e.
Atoms and positions in Å:
1 C -2.790 0.588 0.233  -0.03
2 C -2.141 -0.097 -0.832  -0.28
3 C -0.597 -0.043 -0.344  -0.20
4 C 0.359 -0.748 -1.403  -0.21
5 C 1.639 -0.623 -0.794  -0.03
6 C 2.429 -0.276 0.115  -0.16
7 C 3.261 0.097 1.094  -0.04
8 H -3.094 0.064 1.134  0.06
9 H 0.397 1.115 2.290  0.05
10 H -2.871 1.670 0.235  0.06
11 H -2.396 -1.156 -0.932  0.11
12 H -2.179 0.406 -1.803  0.11
13 H -0.506 -0.558 0.611  0.09
14 H -0.289 0.996 -0.230  0.10
15 H 0.031 -1.785 -1.532  0.12
16 H 0.269 -0.221 -2.359  0.12
17 H 1.112 0.945 2.143  0.02
18 H 3.744 1.069 1.082  0.06
19 H 3.483 -0.568 1.924  0.06

---

5.
Entry from the Open Molecules 2025 dataset: a structure of composition C7H12 (ωB97M-V with the def2-TZVPD basis set).

Calculated values
* orbital gap: 8.66 eV
* HOMO level: -7.7 eV
* energy above the lowest of the compared OMol25 structures with the same formula, charge and spin: 129.1 kcal per mole
* E: -273.702845 Ha
* total charge: 0
* maximum force: 0.0052 hartree/bohr
* multiplicity: 1

Last column: Löwdin charge in e.
Atoms and positions in Å:
1 C 0.025 2.765 1.138  -0.01
2 C -0.056 1.014 -0.302  -0.10
3 C 1.091 0.060 -0.057  -0.13
4 C -0.004 -0.980 -0.356  -0.45
5 C -0.111 -1.817 -1.590  -0.09
6 C 0.051 -2.471 -0.241  -0.08
7 C -1.070 -0.003 0.173  -0.13
8 H 0.786 3.528 0.949  0.05
9 H 0.296 2.156 2.000  0.04
10 H -0.956 3.227 1.274  0.05
11 H -0.062 2.255 -0.017  0.00
12 H 1.952 0.137 -0.730  0.11
13 H 1.435 -0.080 0.979  0.12
14 H 0.736 -1.844 -2.271  0.10
15 H -1.079 -1.895 -2.079  0.10
16 H 1.008 -2.932 -0.009  0.10
17 H -0.808 -2.985 0.184  0.10
18 H -1.178 -0.155 1.258  0.12
19 H -2.056 0.019 -0.303  0.11

---

6.
Entry from the Open Molecules 2025 dataset: the ion C7H12 with charge +1 at a distorted geometry (ωB97M-V with the def2-TZVPD basis set).

Calculated values
* orbital gap (alpha / beta): 8.02 / 7.42 eV
* <S²>: 0.779
* HOMO level (alpha / beta): -13.8 / -14.3 eV
* energy above the lowest of the compared OMol25 structures with the same formula, charge and spin: 59.8 kcal per mole
* E: -273.483363 Ha
* total charge: +1
* maximum force: 0.0880 hartree/bohr
* multiplicity: 2

Last column: Mulliken spin population.
Atoms and positions in Å:
1 C 0.205 2.113 -0.269  0.03
2 C -0.475 1.119 0.654  -0.03
3 C -0.714 1.382 1.998  0.21
4 C -0.317 -0.646 -1.305  0.42
5 C -0.240 -0.343 0.080  0.20
6 C -0.293 -1.525 1.107  0.05
7 C 0.876 -1.416 -1.937  0.04
8 H -0.527 2.923 -0.385  -0.01
9 H 1.179 2.412 0.096  0.00
10 H 0.402 1.611 -1.322  -0.01
11 H -1.116 0.526 2.758  0.00
12 H -0.171 2.300 2.396  0.00
13 H -1.231 -0.240 -1.730  0.04
14 H -1.276 -1.705 1.626  0.01
15 H 0.000 -2.497 0.623  0.00
16 H 0.415 -1.272 1.919  0.02
17 H 1.656 -0.688 -2.264  0.02
18 H 1.189 -2.242 -1.301  0.00
19 H 0.437 -1.813 -2.744  0.01

---

7.
Entry from the Open Molecules 2025 dataset: a structure of composition C7H12AuO4 at a distorted geometry (ωB97M-V with the def2-TZVPD basis set).

Calculated values
* orbital gap (alpha / beta): 6.04 / 4.34 eV
* <S²>: 3.785
* HOMO level (alpha / beta): -5.7 / -8.3 eV
* E: -710.198858 Ha
* total charge: 0
* maximum force: 0.1093 hartree/bohr
* multiplicity: 4

Last column: Mulliken spin population.
Atoms and positions in Å:
1 C 0.021 1.380 1.916  0.62
2 C -0.318 0.448 3.058  0.00
3 O -1.772 0.320 3.118  0.03
4 Au -2.141 1.271 1.401  1.05
5 H 0.485 1.789 1.007  -0.02
6 H -2.059 -0.395 3.693  0.01
7 H 0.588 2.169 2.445  0.02
8 H 0.018 0.808 4.042  0.00
9 H 0.092 -0.565 2.928  0.02
10 O 2.785 -0.017 -4.814  0.63
11 C 2.228 -0.730 -3.957  -0.07
12 O 2.358 -1.950 -3.751  0.43
13 O 1.410 -0.012 -3.096  0.00
14 C 0.906 -0.665 -1.946  0.02
15 C 0.082 0.335 -1.148  0.05
16 C -0.469 -0.269 0.116  0.18
17 C -1.820 -0.613 0.189  -0.01
18 H 1.736 -1.051 -1.332  0.00
19 H 0.285 -1.525 -2.239  0.00
20 H -0.740 0.729 -1.766  0.02
21 H 0.706 1.208 -0.902  -0.01
22 H 0.209 -0.840 0.760  -0.01
23 H -2.147 -1.290 0.987  -0.01
24 H -2.443 -0.535 -0.707  0.04

---

8.
Entry from the Open Molecules 2025 dataset: a cluster of 2 separate species, C7H12BClO2 in total at a distorted geometry (ωB97M-V with the def2-TZVPD basis set).

Calculated values
* orbital gap (alpha / beta): 6.85 / 7.51 eV
* HOMO level (alpha / beta): -7.7 / -8.3 eV
* energy above the lowest of the compared OMol25 structures with the same formula, charge and spin: 115.2 kcal per mole
* E: -909.241829 Ha
* total charge: 0
* maximum force: 0.0312 hartree/bohr
* multiplicity: 1

Last column: Löwdin charge in e.
Atoms and positions in Å:
1 B 1.283 -1.143 -0.654  -0.80
2 C -1.112 1.981 -0.585  0.11
3 C 0.642 -0.776 -1.995  0.30
4 C -1.993 1.082 -0.103  -0.48
5 C -1.939 -0.219 -0.698  -0.46
6 C -2.995 1.429 0.962  -0.09
7 C 0.988 -2.337 1.440  -0.07
8 C 2.939 0.651 -0.692  -0.09
9 O 0.637 -2.079 0.101  -0.02
10 O 2.345 -0.473 -0.101  0.00
11 Cl -2.577 -1.485 0.163  0.72
12 H -1.043 2.978 -0.182  0.07
13 H -0.415 1.689 -1.351  0.05
14 H 0.486 -1.439 -2.835  0.00
15 H -2.898 0.752 1.809  0.06
16 H -4.004 1.319 0.563  0.08
17 H -2.862 2.453 1.302  0.07
18 H 0.073 -2.379 2.034  0.08
19 H 1.652 -1.563 1.834  0.09
20 H 1.498 -3.302 1.494  0.09
21 H 2.675 0.740 -1.747  0.08
22 H 4.022 0.570 -0.584  0.09
23 H 2.596 1.552 -0.173  0.09

---

9.
Entry from the Open Molecules 2025 dataset: a structure of composition C7H12BaO3 at a distorted geometry (ωB97M-V with the def2-TZVPD basis set).

Calculated values
* orbital gap: 7.67 eV
* HOMO level: -14.7 eV
* E: -524.497168 Ha
* total charge: +2
* maximum force: 0.0587 hartree/bohr
* multiplicity: 1

Last column: Löwdin charge in e.
Atoms and positions in Å:
1 C 0.752 3.463 0.377  0.04
2 C -0.547 3.442 0.772  0.05
3 H 1.043 3.094 -0.610  0.12
4 H 1.490 4.049 0.928  0.12
5 H -1.326 3.065 0.105  0.12
6 H -0.872 3.997 1.654  0.12
7 H 0.345 2.240 1.227  0.24
8 O -0.011 -3.825 -3.240  -0.18
9 C -0.499 -2.934 -2.482  -0.83
10 O -1.607 -2.396 -2.785  -0.14
11 O 0.189 -2.566 -1.430  0.04
12 C -0.337 -1.515 -0.606  -0.16
13 C 0.602 -1.356 0.576  -0.16
14 C 0.082 -0.431 1.616  -0.12
15 C 0.783 0.587 2.180  -0.05
16 Ba -2.012 -4.110 -5.313  1.94
17 H -1.348 -1.790 -0.277  0.14
18 H -0.396 -0.593 -1.198  0.14
19 H 1.610 -1.065 0.253  0.13
20 H 0.687 -2.335 1.087  0.15
21 H -0.964 -0.569 1.913  0.13
22 H 0.463 0.961 3.157  0.08
23 H 1.874 0.590 2.097  0.09

---

10.
Entry from the Open Molecules 2025 dataset: a structure of composition C7H12Br6Na4O3 at a distorted geometry (ωB97M-V with the def2-TZVPD basis set).

Calculated values
* orbital gap: 2.72 eV
* HOMO level: -9.8 eV
* E: -16592.258832 Ha
* total charge: +2
* maximum force: 0.0884 hartree/bohr
* multiplicity: 1

Last column: Löwdin charge in e.
Atoms and positions in Å:
1 Na 26.238 8.960 -24.705  0.82
2 Na 29.888 12.034 -31.998  0.78
3 Na 26.046 13.813 -27.893  0.81
4 Na 30.317 7.476 -28.491  0.76
5 C 29.939 11.510 -25.892  -1.11
6 O 30.208 10.368 -25.421  -0.04
7 O 30.333 11.827 -27.019  -0.04
8 O 29.035 12.093 -25.314  -0.02
9 Br 30.933 19.895 -24.067  0.59
10 C 30.644 17.955 -23.672  -0.67
11 C 29.479 17.930 -22.761  -0.63
12 Br 27.887 18.060 -24.015  0.52
13 H 31.575 17.551 -23.275  0.07
14 H 30.407 17.470 -24.619  0.03
15 H 29.543 18.825 -22.141  0.04
16 H 29.390 17.001 -22.199  0.07
17 Br 36.049 9.635 -27.264  0.55
18 C 36.699 11.412 -26.638  -0.66
19 C 36.774 11.394 -25.139  -0.73
20 Br 37.431 13.068 -24.369  0.62
21 H 35.950 12.160 -26.899  0.05
22 H 37.615 11.519 -27.218  0.06
23 H 37.541 10.628 -25.019  0.05
24 H 35.847 11.106 -24.643  0.06
25 Br 31.113 11.493 -18.207  0.56
26 C 29.676 10.202 -18.785  -0.66
27 C 30.252 8.827 -19.157  -0.62
28 Br 28.706 7.587 -19.577  0.53
29 H 29.095 10.668 -19.581  0.05
30 H 29.081 10.083 -17.880  0.04
31 H 30.761 8.451 -18.269  0.05
32 H 30.971 8.874 -19.976  0.06